Entry 1:
Computed, not measured: an isolated molecule of C4H8N3P, with ωB97M-V with the def2-TZVPD basis set.

Structure (XYZ):
```
16
Properties=species:S:1:pos:R:3:nbo_charge:R:1
C 2.22 -0.13 -0.17 -0.019
C -0.05 0.08 0.27 -0.088
C 0.88 -2.19 0.23 -0.414
C -2.26 1.82 0.11 -0.900
N 2.11 1.18 -0.20 -0.181
N 1.02 1.73 -0.12 -0.145
N 0.98 -0.78 0.10 -0.340
P -1.84 0.03 0.20 0.526
H 3.05 -0.83 -0.13 0.201
H -0.11 -2.59 0.35 0.233
H 1.39 -2.63 -0.64 0.217
H 1.53 -2.50 1.07 0.217
H -3.03 1.93 -0.58 0.222
H -1.36 2.36 -0.38 0.263
H -2.54 2.32 1.06 0.227
H -1.98 0.19 -1.17 -0.020
```

As for the total energy: -18032.0707 eV. The calculation puts the energy above the lowest of the compared OMol25 structures with the same formula, charge and spin at 3.130 eV. The value obtained for the HOMO-LUMO gap (alpha / beta) is 8.1467 / 8.1480 eV.



Entry 2:
Computed, not measured: a structure of composition C20H24BrMnNOP2, with ωB97M-V with the def2-TZVPD basis set.

Structure (XYZ):
```
50
Properties=species:S:1:pos:R:3:lowdin_spin:R:1
C -1.17 3.44 -3.04 0.207
C -1.02 2.06 -3.03 0.046
C 0.16 1.55 -3.55 0.206
C 1.15 2.26 -4.22 0.269
C 1.00 3.65 -4.20 0.015
C -0.14 4.23 -3.58 0.190
C 1.72 1.16 -5.25 0.055
C 2.53 0.23 -4.23 0.145
C 1.51 -0.43 -3.55 0.111
C 1.55 -1.74 -3.08 0.102
C 2.81 -2.35 -3.02 0.007
C 3.92 -1.63 -3.51 0.179
C 3.80 -0.37 -4.17 0.012
H -2.09 3.88 -2.66 0.007
H 1.74 4.31 -4.69 -0.001
H -0.25 5.33 -3.46 0.006
H 2.17 1.46 -6.20 0.002
H 2.90 -3.36 -2.62 -0.002
H 4.90 -2.12 -3.38 0.008
H 4.69 0.10 -4.61 0.000
N 0.21 0.13 -3.64 0.404
Mn -0.36 -0.35 -0.19 0.918
C -2.13 1.10 -2.59 0.017
H -2.01 0.13 -3.10 0.001
H -3.14 1.49 -2.78 0.001
C 0.25 -2.45 -2.71 0.028
H -0.59 -1.99 -3.24 0.002
H 0.29 -3.53 -2.94 0.003
P -2.05 0.75 -0.79 0.011
P -0.14 -2.34 -0.91 0.015
C 1.21 -3.25 -0.11 -0.005
H 1.12 -3.13 0.98 0.000
H 1.14 -4.32 -0.37 -0.001
H 2.17 -2.85 -0.44 0.000
C -1.67 -3.29 -0.60 -0.001
H -1.49 -4.35 -0.82 -0.001
H -1.97 -3.17 0.45 0.000
H -2.49 -2.91 -1.24 0.000
C -2.13 2.39 -0.01 -0.002
H -3.08 2.88 -0.24 -0.001
H -2.02 2.30 1.08 0.000
H -1.32 3.02 -0.37 0.002
C -3.58 -0.10 -0.29 -0.003
H -3.53 -0.37 0.78 0.000
H -4.44 0.54 -0.46 -0.001
H -3.70 -1.03 -0.85 0.000
C 1.04 0.60 -0.80 0.009
O 1.91 1.26 -1.20 0.007
H 0.85 0.58 -4.98 0.021
Br -0.63 -0.64 2.18 0.014
```

Its net charge is +2. As for the total energy: -144586.8621 eV. The expectation value of S² is 3.8130. The value obtained for the HOMO-LUMO gap (alpha / beta) is 7.5656 / 4.7329 eV. The spin multiplicity is 4.



Entry 3:
Computed, not measured: a cluster of 4 separate species, C26H31F3N5O4S in total, with ωB97M-V with the def2-TZVPD basis set.

Structure (XYZ):
```
70
Properties=species:S:1:pos:R:3:nbo_charge:R:1
C -0.33 -3.31 0.56 -0.642
C -1.37 -2.16 0.56 -0.101
O -1.12 -1.28 1.70 -0.299
N -1.28 0.01 1.36 0.120
C -2.39 0.73 1.04 0.531
N -3.63 0.17 0.98 -0.834
S -5.01 1.06 0.53 2.135
O -4.96 2.45 0.89 -0.832
O -5.06 0.98 -0.91 -0.887
C -6.59 0.27 1.16 0.797
F -7.42 1.25 1.46 -0.257
F -6.33 -0.54 2.19 -0.300
F -7.11 -0.43 0.16 -0.274
N -2.05 1.99 0.80 -0.444
C -0.69 2.13 0.95 0.236
N -0.30 0.89 1.26 -0.137
C 1.17 0.65 1.45 -0.231
C 1.82 0.89 0.03 -0.517
C 0.96 0.26 -1.13 0.677
N 0.24 1.04 -2.04 -0.826
O 0.95 -0.95 -1.23 -0.592
H -0.20 -3.71 -0.47 0.256
H -0.67 -4.13 1.21 0.229
H 0.66 -2.99 0.94 0.235
H -1.39 -1.63 -0.41 0.218
H -2.37 -2.63 0.73 0.189
H -3.67 -0.82 1.21 0.451
H -0.06 3.02 0.81 0.283
H 1.30 -0.42 1.71 0.255
H 1.60 1.31 2.23 0.258
H 1.90 1.97 -0.21 0.229
H 2.86 0.50 -0.01 0.278
H -0.28 0.43 -2.68 0.407
H -0.48 1.62 -1.60 0.383
C -3.76 -0.84 -5.94 -0.200
C -2.55 -1.24 -5.38 -0.214
C -2.39 -1.27 -4.00 -0.229
C -3.45 -0.90 -3.18 -0.255
C -4.66 -0.49 -3.73 -0.140
C -4.81 -0.46 -5.11 -0.225
H -3.88 -0.81 -7.01 0.222
H -1.73 -1.54 -6.03 0.220
H -1.45 -1.59 -3.57 0.201
H -3.33 -0.92 -2.10 0.185
H -5.48 -0.21 -3.09 0.214
H -5.75 -0.14 -5.54 0.221
C 1.95 4.27 2.80 -0.172
C 1.88 5.50 3.44 -0.229
C 3.00 6.33 3.47 -0.196
C 4.17 5.93 2.85 -0.197
C 4.24 4.70 2.21 -0.194
C 3.13 3.86 2.19 -0.255
H 1.08 3.62 2.79 0.166
H 0.96 5.81 3.92 0.221
H 2.95 7.28 3.97 0.226
H 5.04 6.57 2.87 0.226
H 5.16 4.39 1.72 0.221
H 3.18 2.90 1.69 0.188
C 4.03 -3.70 1.52 -0.234
C 3.81 -3.18 0.25 -0.169
C 4.60 -3.60 -0.81 -0.236
C 5.61 -4.53 -0.60 -0.204
C 5.83 -5.05 0.67 -0.203
C 5.04 -4.63 1.73 -0.214
H 3.41 -3.37 2.35 0.199
H 3.02 -2.46 0.09 0.187
H 4.44 -3.19 -1.80 0.215
H 6.23 -4.86 -1.43 0.220
H 6.61 -5.77 0.83 0.221
H 5.22 -5.02 2.73 0.218
```

Its net charge is +1. As for the total energy: -62081.9284 eV. The value obtained for the HOMO-LUMO gap is 7.8285 eV.



Entry 4:
Computed, not measured: an isolated molecule of CH4N2S, with ωB97M-V with the def2-TZVPD basis set.

Structure (XYZ):
```
8
Properties=species:S:1:pos:R:3:nbo_charge:R:1
C 0.18 0.86 -0.01 -0.017
H -1.41 -1.21 0.86 0.357
H -1.53 -1.33 -0.77 0.367
H -1.69 1.48 0.31 0.335
H 0.42 1.79 0.20 0.187
N -1.76 -0.63 0.05 -0.619
N -1.08 0.48 -0.14 -0.357
S 1.44 -0.30 0.00 -0.253
```

As for the total energy: -14914.4737 eV. The calculation puts the energy above the lowest of the compared OMol25 structures with the same formula, charge and spin at 3.131 eV. The value obtained for the HOMO-LUMO gap is 8.9921 eV.



Entry 5:
Computed, not measured: a structure of composition C24H31I2NPtSb2Se, with ωB97M-V with the def2-TZVPD basis set.

Structure (XYZ):
```
62
Properties=species:S:1:pos:R:3:lowdin_spin:R:1
Pt 0.13 0.01 0.21 1.106
C 2.30 -1.81 3.31 0.027
Sb 0.49 -2.00 2.17 0.177
C 0.40 -4.14 1.94 0.061
C -1.06 -1.87 3.76 0.034
C -0.50 -1.22 4.95 0.005
C 0.21 -2.00 5.87 0.004
C 0.81 -1.43 6.97 0.005
C 0.75 -0.06 7.16 0.005
C 0.06 0.73 6.26 0.005
C -0.62 0.17 5.18 0.005
C -1.49 1.03 4.36 0.066
Sb -0.61 1.62 2.41 0.180
C -2.00 3.19 1.93 0.036
C 1.04 2.79 3.12 0.030
H 2.29 -2.57 4.08 0.004
H 2.35 -0.83 3.77 0.000
H 3.15 -1.96 2.66 0.000
H 0.43 -4.57 2.94 0.008
H 1.25 -4.50 1.37 0.000
H -0.52 -4.43 1.45 0.000
H -1.31 -2.91 3.95 0.003
H -1.91 -1.35 3.33 0.000
H 0.26 -3.07 5.71 0.000
H 1.33 -2.06 7.68 0.000
H 1.24 0.40 8.01 0.000
H -0.01 1.80 6.42 0.000
H -1.65 1.99 4.84 0.007
H -2.45 0.57 4.15 0.000
H -2.01 3.89 2.76 0.005
H -3.00 2.79 1.79 0.000
H -1.69 3.70 1.02 0.000
H 0.64 3.53 3.80 0.005
H 1.53 3.28 2.28 0.000
H 1.75 2.16 3.65 0.000
I -0.99 2.07 -1.83 0.121
C -2.72 0.79 -1.86 0.011
I -2.62 -0.73 -0.33 0.106
H -2.76 0.29 -2.82 0.002
H -3.60 1.39 -1.69 0.001
Se 0.51 -1.70 -2.44 0.836
C 1.00 -3.00 -3.74 0.101
C 0.98 -4.36 -3.47 0.053
C 1.24 -5.24 -4.52 -0.009
N 1.51 -4.79 -5.72 0.052
C 1.56 -3.51 -6.00 -0.006
C 1.31 -2.56 -5.03 0.060
H 0.75 -4.74 -2.49 0.002
H 1.22 -6.31 -4.39 -0.001
H 1.80 -3.24 -7.02 -0.001
H 1.36 -1.50 -5.26 0.002
C 4.73 1.38 -0.21 0.172
C 3.72 2.30 -0.44 0.026
C 2.40 1.87 -0.49 0.136
C 2.08 0.53 -0.26 0.362
C 3.11 -0.39 -0.05 0.148
C 4.43 0.04 -0.03 0.023
H 5.76 1.71 -0.19 0.008
H 3.94 3.34 -0.59 0.000
H 1.63 2.60 -0.73 0.007
H 2.90 -1.45 0.08 0.009
H 5.22 -0.68 0.13 0.000
```

Its net charge is +2. As for the total energy: -124730.9976 eV. The calculation puts the energy above the lowest of the compared OMol25 structures with the same formula, charge and spin at 0.000 eV. The expectation value of S² is 6.0409. The value obtained for the HOMO-LUMO gap (alpha / beta) is 6.7437 / 4.2242 eV. The spin multiplicity is 5.



Entry 6:
Computed, not measured: a structure of composition C25H18ClN7O4PtS2, with ωB97M-V with the def2-TZVPD basis set.

Structure (XYZ):
```
58
Properties=species:S:1:pos:R:3:lowdin_spin:R:1
Pt -2.28 -0.19 -1.29 0.602
S -2.11 0.07 -3.58 0.322
C -1.04 -1.13 -4.05 0.120
C -0.75 -1.19 -5.46 0.005
N -0.52 -1.22 -6.58 0.032
C -0.39 -2.04 -3.19 0.125
S -0.56 -2.08 -1.53 0.545
C 0.48 -3.01 -3.78 0.012
N 1.18 -3.81 -4.23 0.031
C 6.07 -3.06 1.70 0.002
O 6.33 -1.69 1.46 0.046
C 5.41 -0.79 1.87 0.088
C 5.74 0.56 1.66 -0.020
C 4.87 1.55 2.03 0.075
C 3.63 1.23 2.61 0.033
C 3.31 -0.11 2.83 0.107
C 4.19 -1.12 2.46 -0.003
N 2.80 2.28 2.91 0.582
N 1.62 2.00 3.40 0.514
C 0.57 1.68 2.67 0.013
C -0.60 1.26 3.36 0.147
C -1.65 0.64 2.73 -0.035
C -1.63 0.43 1.35 0.147
O -2.54 -0.27 0.71 0.144
C -0.58 1.04 0.60 0.036
N -0.70 0.97 -0.76 0.068
C 0.22 1.51 -1.53 -0.017
C 1.32 2.19 -1.00 0.053
C 1.47 2.27 0.37 -0.013
C 0.52 1.67 1.21 0.056
H 6.95 -3.60 1.36 0.000
H 5.20 -3.40 1.15 0.001
H 5.93 -3.25 2.77 0.001
H 6.69 0.79 1.20 -0.003
H 5.12 2.59 1.87 0.004
H 2.37 -0.37 3.29 0.008
H 3.91 -2.14 2.63 -0.002
H -0.60 1.39 4.43 0.008
H -2.51 0.28 3.28 -0.005
H 0.07 1.44 -2.60 0.003
H 2.03 2.64 -1.67 0.004
H 2.31 2.79 0.79 0.002
Cl -2.24 3.79 -1.28 0.000
C -3.44 3.38 -0.01 -0.001
C -4.38 2.22 -0.32 0.008
O -5.40 2.17 0.35 0.027
O -4.07 1.37 -1.23 0.106
H -4.05 4.27 0.14 0.000
H -2.90 3.17 0.91 0.001
N -5.12 -0.96 -1.51 0.001
C -6.01 -1.92 -1.76 0.000
C -5.31 -3.08 -2.01 0.000
C -3.97 -2.73 -1.89 0.004
N -3.88 -1.44 -1.57 0.013
H -5.16 0.06 -1.29 0.000
H -7.07 -1.70 -1.75 0.000
H -5.72 -4.05 -2.25 0.000
H -3.09 -3.34 -1.98 0.005
```

As for the total energy: -82274.0722 eV. The calculation puts the energy above the lowest of the compared OMol25 structures with the same formula, charge and spin at 0.000 eV. The expectation value of S² is 6.1348. The value obtained for the HOMO-LUMO gap (alpha / beta) is 6.1044 / 5.5175 eV. The spin multiplicity is 5.



Entry 7:
Computed, not measured: a structure of composition C5H12CdI2Se2, with ωB97M-V with the def2-TZVPD basis set.

Structure (XYZ):
```
22
Properties=species:S:1:pos:R:3:nbo_charge:R:1
Cd 0.84 0.78 -1.87 0.964
I 4.21 1.60 -0.77 0.232
C 3.60 3.42 0.15 -0.698
I 1.69 4.15 -0.59 0.205
H 4.35 4.20 0.05 0.262
H 3.42 3.11 1.19 0.247
C -3.38 1.72 0.03 -0.778
Se -1.68 0.87 0.54 0.518
C -2.10 -1.01 0.41 -0.598
C -0.92 -1.89 0.00 -0.603
Se 0.88 -1.50 0.64 0.465
C 1.72 -3.20 0.13 -0.783
H -4.14 1.64 0.81 0.271
H -3.79 1.25 -0.87 0.248
H -3.18 2.75 -0.23 0.261
H -2.86 -1.14 -0.33 0.259
H -2.44 -1.29 1.42 0.264
H -0.89 -1.93 -1.09 0.221
H -1.07 -2.93 0.31 0.266
H 2.01 -3.14 -0.92 0.241
H 1.11 -4.11 0.28 0.266
H 2.64 -3.34 0.69 0.269
```

Its net charge is +2. As for the total energy: -156818.6492 eV. The value obtained for the HOMO-LUMO gap (alpha / beta) is 4.9228 / 4.8582 eV.



Entry 8:
Computed, not measured: the ion C4H7N2S with charge +1, with ωB97M-V with the def2-TZVPD basis set.

Structure (XYZ):
```
14
Properties=species:S:1:pos:R:3:nbo_charge:R:1
C -0.17 0.75 -1.18 -0.390
C -0.68 -0.55 -1.00 0.244
C -0.31 -1.42 1.35 0.274
C 0.55 1.29 -0.19 -0.171
N -0.86 -1.38 0.04 -0.540
N 0.66 -0.74 1.80 -0.628
S 1.31 2.84 -0.27 0.203
H -0.13 1.08 -2.20 0.264
H -1.02 -0.97 -1.94 0.225
H -0.83 -2.16 1.99 0.201
H 1.02 0.86 0.67 0.300
H -1.51 -2.02 -0.30 0.437
H 0.99 -1.23 2.65 0.394
H 0.98 3.66 -1.43 0.188
```

Its net charge is +1. As for the total energy: -18067.8564 eV. The calculation puts the energy above the lowest of the compared OMol25 structures with the same formula, charge and spin at 2.536 eV. The value obtained for the HOMO-LUMO gap (alpha / beta) is 8.0279 / 8.0274 eV.